Here is a 2-piece molecular cluster, C3H10O2 overall in a non-equilibrium geometry from OMol25. Energies are from ωB97M-V with the def2-TZVPD basis set.

The geometry in XYZ format:
```
15
Properties=species:S:1:pos:R:3:forces:R:3
H -1.46141 0.60647 0.35086 1.04 0.02 0.03
C 0.66133 0.12139 -0.90253 1.18 0.37 0.66
H 2.19840 1.24106 -2.01775 0.06 -0.01 0.11
H 0.99679 -0.39096 1.13591 0.30 0.44 0.36
O -0.77830 0.55094 1.04076 -1.12 0.13 0.69
H 1.07353 1.41070 0.79139 0.11 -0.06 0.25
O -3.38744 -1.59144 1.95312 -1.08 0.69 -1.27
H -3.49453 -0.95014 1.21830 0.95 -0.14 0.62
H 0.39401 -0.91873 -1.09013 -0.28 0.12 0.07
H 0.00187 0.79936 -1.43478 -0.26 -0.08 -0.23
H 2.70124 0.60527 -0.43351 0.04 0.34 -0.17
C 2.12635 0.38897 -1.34158 0.21 0.05 0.51
H 2.70771 -0.42554 -1.77252 -0.56 -0.28 -0.29
C 0.55783 0.46624 0.61883 -0.70 -0.99 -2.03
H -4.29736 -1.91358 1.88363 0.11 -0.59 0.69
```
Forces are in eV/Å.

Summary:
ΔE to the lowest compared entry with this formula, charge and spin (kJ/mol): 72.6
LUMO level (hartree): 0.0245
2S+1: 1
E_HOMO (hartree): -0.378
E_tot (Ha): -270.744159
SMILES string: CCCO.O
M (g mol⁻¹): 78.11